No. 1
{"formula": "C4H6INS", "method": "ωB97M-V/def2-TZVPD", "species": ["C", "C", "C", "C", "N", "S", "I", "H", "H", "H", "H", "H", "H"], "positions_angstrom": [[-0.5661, 0.1376, -0.9315], [-0.7864, 0.9937, 1.5269], [1.6423, -1.0740, -0.2042], [0.0911, -0.8123, -0.1628], [-1.8384, 0.4863, -0.5724], [-1.8949, 1.7402, 0.6187], [0.1196, 1.8184, 3.1048], [-0.1534, 0.4140, -1.9335], [2.2346, -0.0775, -0.4027], [1.9907, -1.6207, 0.7007], [1.8910, -1.7195, -1.0384], [-0.3901, -1.2744, 0.6728], [-2.3401, 0.9880, -1.3785]], "forces_ev_per_a": [[2.6, -3.6, -0.5], [-0.5, 0.4, 0.5], [-0.4, 1.5, -0.5], [1.4, 2.0, -1.0], [-3.2, 1.8, -2.9], [1.0, -0.2, 1.2], [0.3, 0.7, 1.0], [-0.2, 0.3, 1.1], [-1.1, -2.0, 0.7], [-0.3, 0.8, -0.5], [0.0, -0.2, -0.3], [-0.5, -0.1, 0.1], [0.8, -1.4, 1.2]], "orbital_gap_ev": 7.502, "lumo_ev": -0.201, "e_above_lowest_ev": 3.9067, "total_energy_ha": -906.47902, "spin_multiplicity": 1}

=====

No. 2
{"formula": "CH3BrO3S", "method": "ωB97M-V/def2-TZVPD", "species": ["C", "O", "O", "O", "S", "Br", "H", "H", "H"], "positions_angstrom": [[0.7087, -0.9789, 0.4310], [-0.5527, 1.6902, 0.8029], [0.4519, 1.1340, -1.3951], [-0.5842, -0.6221, -0.0805], [-0.5125, 0.9010, -0.4023], [-2.5142, 1.1761, -1.2063], [0.7413, -2.1460, 0.5311], [0.8486, -0.7921, 1.5419], [1.4131, -0.3624, -0.2227]], "forces_ev_per_a": [[1.5, -2.0, 1.6], [0.6, -0.9, -0.8], [0.9, 0.3, -1.1], [-0.3, -0.2, 0.5], [-2.4, 1.9, 1.8], [0.0, -0.3, -0.3], [0.2, 2.2, -1.4], [-0.5, 0.8, -1.3], [0.0, -1.9, 1.2]], "orbital_gap_ev": 11.036, "lumo_ev": -0.072, "e_above_lowest_ev": 0.5816, "total_energy_ha": -3237.76914, "spin_multiplicity": 1}

=====

No. 3
{"formula": "C15H40ClO19S5", "method": "ωB97M-V/def2-TZVPD", "species": ["Cl", "O", "O", "O", "O", "O", "S", "O", "O", "C", "C", "C", "H", "H", "H", "H", "H", "H", "H", "H", "O", "S", "O", "O", "C", "C", "C", "H", "H", "H", "H", "H", "H", "H", "H", "O", "S", "O", "O", "C", "C", "C", "H", "H", "H", "H", "H", "H", "H", "H", "O", "S", "O", "O", "C", "C", "C", "H", "H", "H", "H", "H", "H", "H", "H", "O", "S", "O", "O", "C", "C", "C", "H", "H", "H", "H", "H", "H", "H", "H"], "positions_angstrom": [[0.8206, 0.5167, -1.4902], [1.1394, 1.6697, -2.2769], [1.5563, -0.6021, -2.0765], [1.1738, 0.6510, -0.1081], [-0.5827, 0.2362, -1.7201], [-6.4209, -1.8470, -5.8795], [-6.4003, -2.8445, -6.9510], [-6.8228, -2.5753, -8.3381], [-4.8512, -3.4871, -7.0489], [-3.9330, -3.3760, -5.9221], [-2.7634, -4.3899, -6.0273], [-7.3353, -4.2521, -6.3088], [-4.3578, -3.5511, -4.9337], [-3.5737, -2.3526, -6.0294], [-2.9815, -5.4530, -5.9253], [-2.0639, -4.0756, -5.2527], [-2.2751, -4.1725, -6.9773], [-8.3980, -4.0112, -6.3361], [-6.9263, -4.4668, -5.3215], [-7.3378, -5.1337, -6.9498], [-3.5664, 4.0166, 3.4484], [-4.3093, 5.0125, 2.6747], [-5.5144, 5.6240, 3.1707], [-3.2946, 6.2703, 2.2816], [-1.8679, 6.0498, 1.9951], [-1.0131, 5.8012, 3.2596], [-4.5220, 4.2690, 1.0855], [-1.5550, 6.9714, 1.5044], [-1.6711, 5.2296, 1.3048], [-1.0961, 4.7901, 3.6583], [-1.3377, 6.4409, 4.0803], [0.0436, 5.8340, 2.9941], [-3.5841, 3.8327, 0.7418], [-4.9760, 4.9680, 0.3831], [-5.2208, 3.4528, 1.2688], [1.8256, -5.2646, 6.2107], [1.9254, -6.4908, 5.3599], [3.0071, -7.4851, 5.7011], [0.4587, -7.3210, 5.4332], [-0.2835, -7.1091, 6.6019], [-1.6368, -7.8685, 6.4008], [1.9619, -6.0618, 3.5557], [-0.4489, -6.0400, 6.7349], [0.2796, -7.4210, 7.4816], [-2.1771, -7.4133, 5.5707], [-2.3121, -7.6978, 7.2392], [-1.5449, -8.9457, 6.2611], [3.0347, -5.9796, 3.3817], [1.5143, -5.0969, 3.3173], [1.5832, -6.8891, 2.9554], [-3.3349, 5.8856, -8.1284], [-3.0276, 4.4582, -8.1628], [-3.8014, 3.5025, -8.9358], [-1.5016, 4.2647, -8.7618], [-0.4525, 4.9142, -8.0526], [0.7474, 4.8958, -9.0198], [-2.7138, 3.8089, -6.4160], [-0.1740, 4.5655, -7.0581], [-0.6785, 5.9726, -7.9229], [1.5990, 5.5414, -8.8051], [0.5446, 5.2392, -10.0342], [1.0387, 3.8607, -9.1979], [-1.9144, 3.0694, -6.4643], [-3.6782, 3.3953, -6.1213], [-2.5444, 4.6991, -5.8102], [7.7243, -1.2795, 5.8172], [7.5141, -0.3830, 6.9164], [7.3131, -0.8602, 8.2713], [8.6405, 0.8375, 6.9078], [9.9522, 0.4814, 7.1989], [10.6994, 1.8146, 7.4595], [6.1219, 0.6775, 6.3147], [10.4995, -0.1897, 6.5369], [9.9372, -0.0481, 8.1515], [11.0869, 2.1663, 6.5033], [11.3776, 1.4443, 8.2282], [10.0525, 2.6188, 7.8098], [6.0965, 1.5840, 6.9195], [5.1498, 0.1915, 6.3973], [6.3573, 0.9096, 5.2760]], "forces_ev_per_a": [[0.1, -2.1, -2.7], [0.5, 1.4, 0.4], [0.1, 0.1, 0.7], [-0.3, 0.4, 0.4], [-0.4, 0.2, 1.2], [0.1, -1.2, -1.9], [0.7, -0.1, -0.6], [1.0, -0.4, 3.0], [-2.1, 0.0, 0.1], [0.6, -0.3, 0.0], [-0.3, 1.5, -0.7], [-0.1, -0.1, -0.6], [-0.8, 0.4, -0.2], [0.3, -0.2, 0.6], [-0.4, 0.2, 0.0], [0.0, -0.2, 0.1], [0.2, -0.4, -0.1], [0.1, 0.6, 0.6], [-0.3, 0.0, -0.1], [0.9, 0.1, -0.2], [-1.2, 1.6, -0.7], [2.3, -0.1, 0.3], [1.0, -0.4, -0.5], [-0.5, -1.1, 0.4], [0.3, -0.4, 1.0], [-0.6, -0.6, -0.2], [-0.7, -0.1, 0.0], [-0.2, 0.0, 0.1], [-0.5, -0.1, -0.2], [-0.5, -0.1, -0.3], [0.5, 0.4, -0.2], [0.0, 0.7, 0.1], [0.0, 0.3, 0.1], [0.2, 0.0, 0.1], [0.0, 0.0, -0.1], [0.1, -2.8, -2.3], [0.9, -0.5, 2.2], [-3.0, 2.8, -1.4], [2.5, 1.0, -1.3], [-1.6, -0.3, 0.8], [0.4, 0.9, 0.4], [0.8, -0.4, 1.0], [-0.2, 0.0, -0.1], [-0.1, -0.4, 0.0], [0.2, -0.2, -0.3], [0.3, 0.0, 0.3], [0.3, 0.1, -0.1], [0.0, 0.0, 0.0], [-0.3, -0.2, 0.5], [-0.2, 0.1, 0.3], [0.2, -2.0, 0.0], [1.1, -0.6, 0.2], [0.7, 1.5, 1.0], [-1.3, -0.2, 0.9], [1.5, 2.1, -1.3], [0.1, -0.6, -0.6], [-1.2, 1.0, -1.5], [-0.4, -0.8, -0.2], [-0.5, 0.1, 0.1], [0.0, -0.3, 1.0], [-1.0, 0.1, 0.1], [0.5, 0.0, 0.3], [-0.2, 0.2, 0.1], [0.2, -0.3, 0.0], [0.4, -0.2, 0.0], [0.8, -0.2, 0.7], [-1.8, 1.5, -0.5], [0.6, 0.5, -1.3], [-2.4, -1.4, -1.1], [1.0, 0.7, 2.1], [-0.4, -1.4, -0.7], [0.9, 0.0, 0.8], [-0.5, 0.3, -0.8], [-0.1, -0.2, 0.2], [0.7, 0.0, 0.3], [0.8, 1.1, -0.3], [-0.1, -0.4, 0.4], [0.1, 0.0, -0.1], [0.4, -0.4, 0.1], [0.0, -0.1, 0.2]], "orbital_gap_ev": 7.723, "lumo_ev": 1.886, "charge": -1, "e_above_lowest_ev": 4.1510, "total_energy_ha": -4475.85692, "spin_multiplicity": 1}

=====

No. 4
{"formula": "C17H21N4O2Re", "method": "ωB97M-V/def2-TZVPD", "species": ["Re", "C", "C", "O", "C", "C", "C", "N", "N", "C", "O", "C", "C", "C", "C", "C", "C", "H", "H", "H", "H", "H", "H", "H", "H", "H", "H", "H", "H", "C", "H", "H", "H", "C", "C", "N", "C", "C", "N", "H", "H", "H", "H", "H", "H"], "positions_angstrom": [[0.0299, 0.0015, -1.5474], [4.3551, -0.4582, -1.5251], [2.9924, 0.0256, -1.1444], [1.9935, -0.6239, -1.5534], [2.9075, 1.1489, -0.2815], [1.7992, 1.4221, 0.5012], [1.8825, 2.2843, 1.7170], [0.6456, 0.7235, 0.3294], [0.0836, 0.2323, 1.4073], [-0.5909, -0.9054, 1.2288], [-0.8719, -1.3258, 0.0711], [-0.7180, -1.7395, 2.4236], [-1.0557, -3.0873, 2.2882], [-0.8941, -3.9497, 3.3562], [-0.4067, -3.4812, 4.5678], [-0.1143, -2.1314, 4.7183], [-0.2721, -1.2610, 3.6589], [4.9420, 0.3563, -1.9378], [4.2837, -1.2633, -2.2507], [4.8672, -0.8334, -0.6402], [3.8192, 1.6805, -0.0725], [2.8299, 2.8075, 1.7805], [1.7419, 1.6606, 2.5998], [1.0700, 3.0083, 1.7230], [-1.4029, -3.4528, 1.3334], [-1.1157, -4.9990, 3.2384], [-0.2366, -4.1672, 5.3862], [0.2721, -1.7635, 5.6574], [-0.0227, -0.2156, 3.7583], [0.6863, 1.5664, -2.8550], [-0.0693, 1.7884, -3.6114], [1.5799, 1.2449, -3.3943], [0.9393, 2.5223, -2.3906], [-2.3412, 2.8572, -2.1262], [-2.7057, 1.4293, -2.2503], [-1.9397, 0.3756, -1.9882], [-2.6877, -0.7425, -2.2804], [-3.9110, -0.3529, -2.7216], [-3.9031, 1.0113, -2.6969], [-1.5174, 2.9811, -1.4260], [-3.2064, 3.4341, -1.8102], [-2.0132, 3.2343, -3.0961], [-2.2983, -1.7328, -2.1331], [-4.7629, -0.9198, -3.0303], [-4.6631, 1.6098, -2.9811]], "forces_ev_per_a": [[1.9, 0.8, 3.0], [-0.2, -0.3, -0.1], [0.7, 0.9, 0.6], [-1.1, -0.3, -0.3], [-0.4, 0.0, -0.5], [0.2, -0.4, 0.0], [-0.1, 0.0, 0.1], [-0.2, -0.3, -3.6], [-1.2, -1.1, 2.0], [1.3, 2.0, 0.7], [0.2, 0.0, -2.3], [-0.2, -0.5, 0.4], [0.0, 0.4, -0.1], [0.0, -0.1, 0.2], [0.0, 0.0, -0.1], [0.0, 0.0, 0.1], [-0.1, -0.1, -0.1], [0.1, 0.1, 0.0], [0.0, 0.0, 0.0], [0.1, 0.0, 0.1], [0.1, 0.1, 0.0], [0.1, 0.0, -0.1], [0.1, 0.0, 0.0], [-0.1, 0.0, 0.0], [0.0, 0.0, -0.1], [-0.1, -0.1, 0.0], [0.0, 0.0, 0.0], [0.0, 0.0, 0.1], [0.1, 0.0, 0.0], [-0.2, -0.4, 0.0], [-0.1, 0.0, -0.1], [0.0, -0.1, 0.0], [-0.1, -0.1, 0.3], [0.2, 0.0, -0.1], [-0.1, 0.5, -0.1], [-0.6, 0.2, -0.2], [-0.8, -0.5, -0.2], [0.3, -0.6, 0.0], [0.5, 0.2, 0.2], [-0.1, 0.0, 0.1], [0.0, 0.1, 0.1], [0.0, 0.1, 0.0], [-0.1, -0.1, 0.1], [-0.2, -0.1, -0.1], [0.1, 0.0, 0.1]], "orbital_gap_ev": [6.112, 6.133], "lumo_ev": [-4.060, -4.327], "charge": 1, "total_energy_ha": -1107.90888, "spin_multiplicity": 4}

=====

No. 5
{"formula": "C5H8N2S", "method": "ωB97M-V/def2-TZVPD", "species": ["N", "N", "C", "C", "C", "C", "S", "C", "H", "H", "H", "H", "H", "H", "H", "H"], "positions_angstrom": [[0.3451, 3.0232, 0.3096], [-0.6251, 2.0744, -0.1607], [-0.1972, 0.8625, -0.0355], [1.0494, 0.2995, 0.3978], [1.0148, -1.0603, 0.3286], [-0.3341, -1.5329, -0.0748], [-0.3893, -2.7369, -1.3974], [-1.0422, -0.2709, -0.5402], [-0.2606, 3.8419, 0.5632], [0.7738, 2.6426, 1.1881], [1.9527, 0.8582, 0.6943], [1.8682, -1.6841, 0.4409], [-0.8523, -2.0106, 0.7515], [-0.0480, -3.8294, -0.6817], [-1.1678, -0.2979, -1.6663], [-2.0875, -0.1795, -0.1174]], "forces_ev_per_a": [[-1.4, 0.4, 1.0], [1.8, -1.0, 0.8], [-1.7, 1.2, -1.4], [1.8, -1.3, 0.7], [-0.1, 2.2, -0.2], [-0.3, -0.5, 0.2], [0.2, -0.8, -0.6], [-2.1, 0.1, -0.4], [1.2, -0.9, -0.2], [-0.5, 0.8, -0.9], [-0.6, -0.3, -0.3], [0.4, -0.5, 0.3], [0.0, 0.1, 0.3], [0.0, 0.2, -0.1], [0.3, 0.4, 1.2], [1.1, -0.2, -0.5]], "orbital_gap_ev": 8.909, "lumo_ev": 0.414, "smiles": "N/N=C1\\C=C[C@H](S)C1", "e_above_lowest_ev": 2.0655, "total_energy_ha": -702.95412, "spin_multiplicity": 1}

=====

No. 6
{"formula": "C30H23F5N4O4PS2Tc", "method": "ωB97M-V/def2-TZVPD", "species": ["Tc", "O", "C", "O", "C", "P", "C", "C", "C", "C", "C", "C", "C", "C", "C", "C", "C", "C", "H", "H", "H", "H", "H", "H", "H", "H", "H", "H", "H", "H", "S", "C", "C", "N", "C", "H", "H", "H", "N", "C", "O", "C", "C", "N", "C", "N", "H", "H", "C", "O", "C", "C", "H", "H", "H", "H", "H", "H", "F", "C", "C", "F", "C", "F", "C", "S", "C", "F", "C", "F"], "positions_angstrom": [[0.6020, -0.2537, 0.0750], [4.3188, -0.6993, -1.7668], [3.3483, -0.2428, -1.1963], [2.4158, -0.9453, -0.6187], [3.1231, 1.2792, -1.1152], [1.2891, 1.4553, -1.4369], [1.3379, 0.7295, -3.1148], [2.1220, 1.2950, -4.1169], [2.2373, 0.6693, -5.3465], [1.5789, -0.5285, -5.5822], [0.8074, -1.1037, -4.5863], [0.6886, -0.4738, -3.3599], [1.1782, 3.2463, -1.7615], [0.4831, 3.7315, -2.8670], [0.4713, 5.0886, -3.1440], [1.1605, 5.9733, -2.3263], [1.8312, 5.5013, -1.2085], [1.8300, 4.1447, -0.9206], [3.7825, 1.8009, -1.8046], [3.3487, 1.5881, -0.0897], [2.6407, 2.2287, -3.9359], [2.8468, 1.1143, -6.1229], [1.6603, -1.0099, -6.5482], [0.2899, -2.0347, -4.7701], [0.0675, -0.9022, -2.5805], [-0.0454, 3.0364, -3.5060], [-0.0723, 5.4571, -4.0044], [1.1741, 7.0318, -2.5529], [2.3647, 6.1908, -0.5666], [2.3455, 3.7801, -0.0399], [1.1583, -4.1572, 2.3077], [0.3792, -4.4199, 0.8011], [0.0792, -3.2378, 0.2230], [0.4451, -2.1294, 0.9540], [1.0179, -2.4745, 2.0774], [0.1785, -5.4107, 0.4342], [-0.4027, -3.1132, -0.7358], [1.3918, -1.7775, 2.8041], [-2.6730, 2.9260, -1.1195], [-2.2483, 1.9156, -1.9341], [-1.0976, 1.4341, -1.7603], [-3.1365, 1.4826, -2.9530], [-2.7688, 0.4395, -3.8243], [-2.4852, -0.4333, -4.5269], [-4.3901, 2.0950, -3.1291], [-5.4234, 2.6030, -3.2421], [-2.1123, 3.1409, -0.3154], [-3.6423, 3.1946, -1.1171], [-2.6308, -0.7505, 0.2248], [-2.1891, 0.3542, 1.0100], [-0.9076, 0.6195, 1.0516], [-0.6975, 1.7806, 1.9846], [-2.0743, -0.8062, -0.7161], [-3.6856, -0.5896, 0.0201], [-2.5023, -1.6758, 0.7904], [-1.6260, 2.0363, 2.4940], [-0.3221, 2.6426, 1.4269], [0.0488, 1.5060, 2.7310], [-6.4499, -3.2432, 3.8043], [-5.1975, -2.7613, 3.8304], [-4.9571, -1.4307, 4.1271], [-5.9953, -0.6172, 4.3750], [-3.6663, -0.9437, 4.1687], [-3.4997, 0.3503, 4.4677], [-2.5381, -1.7459, 3.9196], [-0.9403, -1.1307, 3.9781], [-2.8327, -3.0864, 3.6187], [-1.8337, -3.9422, 3.3537], [-4.1185, -3.5861, 3.5692], [-4.3287, -4.8771, 3.2641]], "forces_ev_per_a": [[0.0, 0.5, -0.3], [-0.2, 0.0, 0.2], [0.6, 0.4, -0.3], [0.1, -0.4, 0.3], [-0.3, -0.4, 0.2], [1.2, 0.5, -0.8], [-0.1, -0.1, 0.0], [0.0, 0.0, 0.0], [0.0, 0.0, -0.1], [0.0, 0.0, 0.0], [0.0, -0.1, 0.0], [0.0, 0.1, 0.1], [-0.2, 0.0, 0.3], [-0.1, 0.0, 0.1], [0.0, 0.0, 0.0], [0.0, 0.0, 0.0], [0.0, 0.1, 0.0], [0.0, -0.1, 0.0], [-0.1, 0.0, 0.0], [0.0, 0.1, 0.0], [0.0, 0.0, 0.0], [0.0, 0.0, 0.0], [0.0, 0.0, 0.0], [-0.1, 0.0, 0.0], [-0.1, -0.1, -0.1], [0.0, 0.0, 0.0], [0.0, 0.0, 0.0], [0.0, 0.0, 0.0], [0.0, 0.0, 0.0], [0.1, 0.0, 0.0], [-0.1, 0.3, -0.2], [0.0, 0.0, 0.1], [0.0, -0.2, -0.1], [0.1, -0.9, 0.3], [0.0, -0.3, 0.1], [0.0, 0.0, 0.0], [0.0, 0.0, 0.0], [0.0, 0.0, 0.0], [0.0, 0.1, 0.0], [0.2, 0.0, 0.0], [-0.8, 0.0, -0.1], [0.1, 0.0, 0.0], [0.1, -0.2, 0.0], [0.0, 0.0, 0.0], [-0.3, 0.0, 0.0], [0.1, 0.1, 0.0], [0.0, 0.0, 0.0], [0.0, 0.0, 0.0], [0.0, -0.4, -0.2], [0.3, 0.2, -0.1], [-0.6, 0.2, 0.6], [0.1, -0.1, -0.1], [-0.1, 0.1, 0.0], [0.0, 0.0, 0.0], [0.0, 0.1, 0.1], [0.0, 0.0, 0.1], [0.0, 0.0, -0.1], [0.0, 0.0, 0.0], [0.0, 0.0, 0.0], [0.1, 0.0, 0.0], [-0.1, 0.0, 0.0], [0.0, 0.0, 0.0], [0.2, -0.3, -0.1], [-0.1, 0.1, 0.0], [-0.5, -0.2, -0.1], [0.4, 0.2, 0.2], [-0.1, 0.4, 0.1], [0.1, -0.1, -0.1], [0.0, 0.0, 0.0], [0.0, 0.0, 0.0]], "orbital_gap_ev": [6.872, 5.702], "lumo_ev": [2.143, 0.984], "charge": -1, "e_above_lowest_ev": 1.0592, "total_energy_ha": -3394.86754, "spin_multiplicity": 4}

=====

No. 7
{"formula": "C5H9NS", "method": "ωB97M-V/def2-TZVPD", "species": ["C", "C", "C", "C", "C", "N", "S", "H", "H", "H", "H", "H", "H", "H", "H", "H"], "positions_angstrom": [[-1.4003, 0.4653, 0.9709], [-1.0663, 0.0313, -0.4178], [0.1823, 0.6388, -0.9971], [1.4306, 0.2104, -0.2047], [1.3547, -1.2348, 0.3588], [0.4516, -2.1054, 0.2785], [-1.0195, -1.7552, -0.5429], [-1.7885, 1.4978, 0.9693], [-0.5353, 0.2521, 1.6594], [-2.2222, -0.1905, 1.2639], [-1.9015, 0.3227, -1.0695], [0.0289, 1.7439, -0.8837], [0.3427, 0.4227, -2.0495], [2.2660, 0.2845, -0.8665], [1.6060, 0.9025, 0.6349], [2.2708, -1.4862, 0.8962]], "forces_ev_per_a": [[0.1, -0.4, 0.9], [-0.6, -0.1, -1.5], [0.5, 1.3, 0.7], [-1.4, -0.5, 0.6], [0.9, 1.7, -0.3], [-0.5, -0.3, -0.4], [0.4, -0.5, 0.2], [0.6, -0.2, 0.3], [-1.0, 0.7, -0.4], [0.0, 0.2, 0.4], [0.0, -0.2, 0.0], [0.4, -0.7, -0.3], [-0.4, -0.1, -0.1], [0.9, -0.1, -0.2], [0.1, -0.3, -0.2], [-0.1, -0.4, 0.1]], "orbital_gap_ev": 9.242, "lumo_ev": 0.873, "smiles": "C[C@H]1CCC=NS1", "e_above_lowest_ev": 0.6974, "total_energy_ha": -648.82752, "spin_multiplicity": 1}